(a)
# C4H11NS

2 unconnected molecules or ions with the total composition C4H11NS (ωB97M-V/def2-TZVPD, OMol25).

HOMO energy = -8.356 eV
frontier orbital gap = 0.3421 hartree
structure (SMILES) = C=NC.CCS
LUMO energy = 1.0 eV

ORCA input file:
```
! RIJCOSX wB97M-V def2-TZVPD def2/J DEFGRID3
* xyz 0 1
C -1.88 -2.15 0.03
N -0.72 -1.70 0.22
C 0.23 -2.51 0.95
H -2.25 -3.04 0.55
H -2.54 -1.61 -0.65
H 1.04 -2.80 0.27
H -0.17 -3.40 1.45
H 0.67 -1.86 1.71
C 0.68 2.58 1.01
C 0.04 2.24 -0.31
S 0.76 0.72 -1.11
H 1.75 2.73 0.91
H 0.52 1.74 1.69
H 0.23 3.47 1.45
H 0.31 2.96 -1.09
H -1.05 2.13 -0.29
H 0.23 -0.25 -0.40
*
```

Atom charges from the Löwdin analysis, given in e for atoms 1 to 6: atom 1 (C): -0.0395, atom 2 (N): -0.1439, atom 3 (C): -0.1363, atom 4 (H): 0.0757, atom 5 (H): 0.0741, atom 6 (H): 0.0854


(b)
# C4H11NS

A single C4H11NS molecule (ωB97M-V/def2-TZVPD, OMol25).

HOMO energy = -8.549 eV
frontier orbital gap = 0.3528 hartree
structure (SMILES) = CSCCCN
LUMO energy = 1.1 eV

ORCA input file:
```
! RIJCOSX wB97M-V def2-TZVPD def2/J DEFGRID3
* xyz 0 1
C 1.92 -1.43 -0.64
S 1.33 -0.83 0.92
C 0.70 0.87 0.34
C -0.83 0.97 0.39
C -1.48 0.59 -0.89
N -2.95 0.86 -0.90
H 1.83 -2.51 -0.50
H 2.91 -1.11 -0.98
H 1.23 -1.25 -1.47
H 1.04 0.98 -0.69
H 1.20 1.60 0.97
H -1.10 2.00 0.68
H -1.23 0.32 1.18
H -1.13 1.03 -1.82
H -1.45 -0.47 -1.17
H -3.11 1.85 -0.79
H -3.43 0.35 -0.17
*
```

Atom charges from the Löwdin analysis, given in e for atoms 1 to 6: atom 1 (C): -0.4804, atom 2 (S): 0.7787, atom 3 (C): -0.4321, atom 4 (C): -0.2965, atom 5 (C): -0.3197, atom 6 (N): -0.0220


Best to worst by energy: (b), (a).


(a)
# C4H11NS

A single C4H11NS molecule (ωB97M-V/def2-TZVPD, OMol25).

HOMO energy = -8.841 eV
frontier orbital gap = 0.3594 hartree
structure (SMILES) = C[C@H](N)CCS
LUMO energy = 0.9 eV

ORCA input file:
```
! RIJCOSX wB97M-V def2-TZVPD def2/J DEFGRID3
* xyz 0 1
C -1.22 -1.42 0.10
C -0.68 -0.18 -0.70
N 0.38 -0.54 -1.64
C -0.12 0.80 0.37
C 1.33 0.49 0.76
S 1.98 1.60 2.08
H -0.76 -1.36 1.09
H -2.27 -1.16 0.29
H -1.12 -2.40 -0.36
H -1.46 0.28 -1.32
H 0.07 -1.28 -2.27
H 0.51 0.15 -2.39
H -0.89 0.93 1.12
H 0.02 1.75 -0.18
H 2.07 0.52 -0.03
H 1.25 -0.55 1.11
H 0.89 2.38 1.96
*
```

Atom charges from the Löwdin analysis, given in e for atoms 1 to 6: atom 1 (C): -0.0489, atom 2 (C): -0.4351, atom 3 (N): 0.0071, atom 4 (C): -0.2707, atom 5 (C): -0.5804, atom 6 (S): 0.6739


(b)
# C4H11NS

2 unconnected molecules or ions with the total composition C4H11NS (ωB97M-V/def2-TZVPD, OMol25).

HOMO energy = -8.383 eV
frontier orbital gap = 0.3455 hartree
structure (SMILES) = C=NC.CSC
LUMO energy = 1.0 eV

ORCA input file:
```
! RIJCOSX wB97M-V def2-TZVPD def2/J DEFGRID3
* xyz 0 1
C 1.40 -1.43 1.05
N 0.29 -1.98 0.86
C -0.71 -1.99 1.91
H 2.31 -1.71 0.51
H 1.62 -0.72 1.86
H -1.70 -2.16 1.50
H -0.84 -0.99 2.37
H -0.38 -2.70 2.67
C -0.82 0.66 -0.52
S 0.82 1.49 -0.73
C 0.38 2.35 -2.23
H -1.60 1.16 -1.08
H -1.01 0.66 0.54
H -0.56 -0.32 -0.93
H 1.19 2.90 -2.73
H -0.02 1.67 -3.00
H -0.36 3.12 -2.05
*
```

Atom charges from the Löwdin analysis, given in e for atoms 1 to 6: atom 1 (C): -0.1147, atom 2 (N): -0.0984, atom 3 (C): -0.1524, atom 4 (H): 0.0697, atom 5 (H): 0.0797, atom 6 (H): 0.0665


(c)
# C4H11NS

A single C4H11NS molecule (ωB97M-V/def2-TZVPD, OMol25).

HOMO energy = -8.731 eV
frontier orbital gap = 0.3572 hartree
structure (SMILES) = CSCCCN
LUMO energy = 1.0 eV

ORCA input file:
```
! RIJCOSX wB97M-V def2-TZVPD def2/J DEFGRID3
* xyz 0 1
C -0.40 1.82 -1.81
S -1.14 1.71 -0.12
C 0.06 0.41 0.66
C -0.12 -0.92 0.06
C 0.46 -2.33 0.45
N 1.90 -2.31 1.12
H -0.60 1.20 -2.69
H -0.60 2.82 -2.13
H 0.69 1.95 -1.60
H 1.07 0.77 0.65
H -0.34 0.29 1.76
H -1.18 -1.13 0.26
H 0.15 -0.83 -1.01
H 0.63 -2.85 -0.51
H -0.07 -2.91 1.26
H 2.36 -1.46 0.68
H 2.75 -2.91 1.26
*
```

Atom charges from the Löwdin analysis, given in e for atoms 1 to 6: atom 1 (C): -0.4316, atom 2 (S): 0.7587, atom 3 (C): -0.4821, atom 4 (C): -0.3164, atom 5 (C): -0.2045, atom 6 (N): -0.0802


(d)
# C4H11NS

A single C4H11NS molecule (ωB97M-V/def2-TZVPD, OMol25).

HOMO energy = -8.254 eV
frontier orbital gap = 0.3403 hartree
structure (SMILES) = CNCCCS
LUMO energy = 1.0 eV

ORCA input file:
```
! RIJCOSX wB97M-V def2-TZVPD def2/J DEFGRID3
* xyz 0 1
C 0.41 -0.93 2.16
N -0.81 -0.64 1.43
C -0.73 0.18 0.29
C -0.21 -0.43 -1.03
C 0.10 0.69 -2.05
S 1.66 1.53 -1.70
H 0.14 -1.39 3.12
H 0.88 0.04 2.31
H 1.11 -1.67 1.74
H -1.54 -1.30 1.60
H -0.03 1.00 0.48
H -1.67 0.68 0.01
H -0.78 -1.27 -1.41
H 0.80 -0.81 -0.82
H -0.70 1.44 -2.14
H 0.16 0.39 -3.09
H 1.20 2.48 -0.90
*
```

Atom charges from the Löwdin analysis, given in e for atoms 1 to 6: atom 1 (C): -0.1283, atom 2 (N): -0.1355, atom 3 (C): -0.2827, atom 4 (C): -0.2610, atom 5 (C): -0.5786, atom 6 (S): 0.7090


Best to worst by energy: (a), (d), (b), (c).


(a)
# C4H15N2O2

3 unconnected molecules or ions with the total composition C4H15N2O2 (ωB97M-V/def2-TZVPD, OMol25).

HOMO energy = -13.436 eV
frontier orbital gap = 0.3767 hartree
LUMO energy = -3.2 eV

ORCA input file:
```
! RIJCOSX wB97M-V def2-TZVPD def2/J DEFGRID3
* xyz 1 1
C 0.29 0.14 2.20
C 1.08 -0.62 1.31
C 1.57 -0.20 -0.17
C 0.66 -0.54 -2.24
N 0.49 0.02 -1.11
N -0.98 0.36 1.55
H 0.78 1.18 2.34
H 0.38 -0.34 3.26
H 2.09 -0.76 1.75
H 0.61 -1.69 1.06
H 2.23 0.67 -0.30
H 2.17 -1.02 -0.32
H 1.56 -0.86 -2.78
H -0.23 -0.48 -3.06
H -1.26 -0.59 1.06
H -1.71 0.64 2.26
H -1.00 1.09 0.67
H -0.65 4.35 -1.74
H 0.35 3.98 -2.96
O -0.23 3.76 -2.23
H -3.17 -2.45 -0.34
H -2.59 -3.75 -0.37
O -2.47 -2.89 0.15
*
```

Atom charges from the Löwdin analysis, given in e for atoms 1 to 6: atom 1 (C): -0.2733, atom 2 (C): -0.2123, atom 3 (C): -0.2283, atom 4 (C): -0.0454, atom 5 (N): -0.0504, atom 6 (N): 0.1319


(b)
# C4H15N2O2

3 unconnected molecules or ions with the total composition C4H15N2O2 (ωB97M-V/def2-TZVPD, OMol25).

HOMO energy = -11.964 eV
frontier orbital gap = 0.3357 hartree
LUMO energy = -2.8 eV

ORCA input file:
```
! RIJCOSX wB97M-V def2-TZVPD def2/J DEFGRID3
* xyz 1 1
C -0.88 -1.41 -0.53
C -1.61 -0.38 0.32
C -0.68 0.61 0.98
C 0.20 1.34 0.29
N 1.21 2.12 0.85
N 0.14 -2.17 0.29
H -0.35 -0.95 -1.35
H -1.57 -2.16 -0.91
H -2.30 0.13 -0.37
H -2.20 -0.88 1.09
H -0.74 0.74 2.05
H 0.22 1.27 -0.79
H 1.01 2.45 1.79
H 1.52 2.89 0.29
H 0.56 -2.92 -0.26
H 0.94 -1.59 0.66
H -0.30 -2.61 1.10
H -1.15 0.88 -3.67
H -1.85 1.67 -2.57
O -1.25 0.92 -2.71
H 3.19 -0.96 1.45
H 2.29 0.25 1.11
O 2.38 -0.72 0.99
*
```

Atom charges from the Löwdin analysis, given in e for atoms 1 to 6: atom 1 (C): -0.1519, atom 2 (C): -0.1826, atom 3 (C): -0.1199, atom 4 (C): -0.2171, atom 5 (N): 0.0490, atom 6 (N): 0.1759


(c)
# C4H15N2O2

3 unconnected molecules or ions with the total composition C4H15N2O2 (ωB97M-V/def2-TZVPD, OMol25).

HOMO energy = -12.503 eV
frontier orbital gap = 0.3462 hartree
LUMO energy = -3.1 eV

ORCA input file:
```
! RIJCOSX wB97M-V def2-TZVPD def2/J DEFGRID3
* xyz 1 1
C -1.81 1.56 0.07
C -0.86 1.64 1.40
C 0.49 1.17 0.79
C 1.01 0.04 1.30
N 1.70 -0.73 0.24
N -1.89 0.26 -0.47
H -1.41 2.22 -0.67
H -2.74 1.93 0.45
H -1.17 1.11 2.25
H -0.86 2.68 1.64
H 0.71 1.73 -0.04
H 0.47 -0.50 2.06
H 1.86 -0.38 -0.61
H 2.62 -0.98 0.64
H 1.00 -1.53 0.04
H -1.05 0.00 -1.01
H -2.76 0.12 -1.04
H 0.37 -3.96 -0.12
H -0.96 -3.34 -0.37
O -0.04 -3.15 -0.05
H 1.41 1.00 -2.75
H 0.84 -0.42 -2.60
O 1.29 0.28 -2.15
*
```

Atom charges from the Löwdin analysis, given in e for atoms 1 to 6: atom 1 (C): -0.2673, atom 2 (C): -0.1014, atom 3 (C): -0.0621, atom 4 (C): -0.0595, atom 5 (N): 0.1751, atom 6 (N): -0.0156


(d)
# C4H15N2O2

2 unconnected molecules or ions with the total composition C4H15N2O2 (ωB97M-V/def2-TZVPD, OMol25).

HOMO energy = -13.585 eV
frontier orbital gap = 0.3976 hartree
LUMO energy = -2.8 eV

ORCA input file:
```
! RIJCOSX wB97M-V def2-TZVPD def2/J DEFGRID3
* xyz 1 1
N 0.18 0.48 0.99
C -0.80 -0.44 0.27
C -2.06 0.42 0.16
O -2.30 1.06 1.44
C -0.19 -0.86 -1.07
N 1.19 -0.40 -1.24
C 1.17 0.90 -1.94
H 1.07 -0.02 1.07
H -0.27 0.72 1.86
H 0.21 1.30 0.40
H -1.08 -1.26 0.93
H -3.01 -0.01 -0.14
H -1.87 1.27 -0.51
H -2.96 0.55 1.88
H -0.32 -1.93 -1.23
H -0.87 -0.47 -1.85
H 1.66 -0.97 -1.92
H 0.40 1.62 -1.65
H 1.10 0.85 -3.03
H 2.09 1.48 -1.77
H 2.91 -0.96 2.26
H 1.73 -2.01 2.86
O 2.04 -1.34 2.24
*
```

Atom charges from the Löwdin analysis, given in e for atoms 1 to 6: atom 1 (N): 0.2161, atom 2 (C): -0.2373, atom 3 (C): -0.1628, atom 4 (O): -0.0533, atom 5 (C): -0.1780, atom 6 (N): -0.0898


Best to worst by energy: (b), (d), (c), (a).


(a)
# C4H15N2O2

2 unconnected molecules or ions with the total composition C4H15N2O2 (ωB97M-V/def2-TZVPD, OMol25).

HOMO energy = -12.951 eV
frontier orbital gap = 0.3609 hartree
LUMO energy = -3.1 eV

ORCA input file:
```
! RIJCOSX wB97M-V def2-TZVPD def2/J DEFGRID3
* xyz 1 1
N 1.25 -1.53 -0.25
C 0.65 -0.31 0.39
C -0.64 -0.74 1.07
C -1.49 0.33 1.70
O -0.43 -1.91 1.88
C 0.67 0.92 -0.53
N 1.96 1.54 -0.40
H 1.79 -2.14 0.36
H 0.53 -2.11 -0.61
H 1.83 -1.26 -1.05
H 1.31 -0.06 1.22
H -1.30 -1.23 0.33
H -1.20 0.71 2.68
H -1.50 1.20 1.05
H -2.52 0.03 1.79
H -0.31 -1.70 2.81
H -0.13 1.57 -0.22
H 0.39 0.86 -1.59
H 2.12 2.34 0.19
H 2.67 1.49 -1.11
H -1.27 0.81 -3.69
H -2.66 0.58 -3.15
O -1.74 0.62 -2.87
*
```

Atom charges from the Löwdin analysis, given in e for atoms 1 to 6: atom 1 (N): 0.2524, atom 2 (C): -0.2264, atom 3 (C): -0.3942, atom 4 (C): -0.0123, atom 5 (O): -0.0207, atom 6 (C): -0.2066


(b)
# C4H15N2O2

3 unconnected molecules or ions with the total composition C4H15N2O2 (ωB97M-V/def2-TZVPD, OMol25).

HOMO energy = -11.431 eV
frontier orbital gap = 0.3134 hartree
LUMO energy = -2.9 eV

ORCA input file:
```
! RIJCOSX wB97M-V def2-TZVPD def2/J DEFGRID3
* xyz 1 1
C -0.29 0.21 -1.36
C 0.41 0.81 0.01
C 0.06 0.09 1.26
C 0.10 -1.26 1.50
N 0.18 -1.93 2.69
N -1.76 0.44 -1.21
H -0.12 -0.90 -1.54
H 0.14 0.88 -2.22
H 1.55 0.85 -0.19
H 0.38 1.82 0.18
H 0.02 0.85 1.98
H 0.20 -1.95 0.59
H 0.26 -1.49 3.53
H 0.56 -2.88 2.83
H -2.02 0.48 -0.16
H -1.80 1.46 -1.30
H -2.53 -0.01 -1.70
H 2.64 -3.03 -0.03
H 3.66 -2.58 -0.93
O 2.79 -2.70 -0.94
H -1.99 3.94 -1.60
H -0.88 3.65 -0.41
O -1.56 3.23 -0.98
*
```

Atom charges from the Löwdin analysis, given in e for atoms 1 to 6: atom 1 (C): -0.1099, atom 2 (C): -0.1965, atom 3 (C): -0.1557, atom 4 (C): -0.1805, atom 5 (N): 0.0758, atom 6 (N): 0.1306


Best to worst by energy: (a), (b).